# 1
# C10H13BrO2Si

One molecule with the formula C10H13BrO2Si (ωB97M-V/def2-TZVPD, the OMol25 dataset).

## Properties
**Highest occupied orbital energy**: -9.5 eV
**Total charge**: 0
**SMILES**: C[Si](C)(C)[C@]12C[C@@]1(Br)C(=O)C=CC2=O
**DFT total energy**: -92593.6809 eV
**ΔE to the lowest compared entry with this formula, charge and spin**: 0.0 kcal per mole

Structure (XYZ):
```
27
C10H13BrO2Si (ωB97M-V/def2-TZVPD)
O 3.964 -1.068 -0.279
C 0.997 -2.950 0.182
O -1.107 -2.258 -0.554
H 1.251 -0.720 2.365
H 3.061 -3.415 0.184
C -0.566 1.333 -2.101
Br 2.372 1.564 -0.447
H -3.303 0.831 0.796
H 0.664 1.064 1.938
H -2.875 -0.850 -0.183
H -1.292 0.760 -2.727
H -3.382 0.653 -0.921
C 0.311 -0.348 0.350
C -2.745 0.248 -0.055
H -2.191 2.771 0.841
C -1.092 2.433 0.775
C 2.830 -1.242 0.086
C 0.953 -0.002 1.607
Si -0.958 0.909 -0.325
H 0.471 1.070 -2.406
H 0.773 -3.969 0.349
H -0.566 3.347 0.374
C 1.801 -0.180 0.266
C 2.280 -2.620 0.311
C -0.050 -1.964 -0.037
H -0.807 2.100 1.830
H -0.793 2.504 -2.219
```


# 2
# C10H13CaF6NO4S2

C10H13CaF6NO4S2 as an isolated structure (ωB97M-V/def2-TZVPD, the OMol25 dataset).

## Properties
**Highest occupied orbital energy (spin up / spin down)**: -5.2 / -6.8 eV
**Total charge**: 0
**DFT total energy**: -76668.5961 eV

Structure (XYZ):
```
37
C10H13CaF6NO4S2 (ωB97M-V/def2-TZVPD)
H 2.650 -0.630 -2.053
H 0.293 2.908 -2.278
C -0.310 2.027 3.751
Ca 1.597 0.726 -0.085
N -0.895 -0.393 2.408
F 0.391 -1.988 4.531
O -0.773 -2.743 1.574
O 1.069 -1.206 0.946
H 1.254 -2.082 -3.078
H -1.065 -2.481 -2.273
C -1.193 0.464 -1.014
O 0.133 1.633 1.269
F -1.057 1.747 4.840
C -0.372 -1.833 -1.709
F 1.815 -0.698 3.459
H 2.441 1.745 -2.380
C 1.527 1.162 -2.314
C 1.059 -1.827 3.383
C 0.288 1.900 -2.703
C -1.299 -0.968 -0.891
F -0.394 3.341 3.458
S 0.015 -1.586 1.917
S -0.919 1.185 2.212
H -1.843 2.058 -2.318
C -1.060 1.254 -2.358
O -2.241 1.636 1.889
F 1.879 -2.880 3.201
H -1.406 0.596 -3.176
F 0.980 1.697 3.963
C 0.658 -1.220 -2.687
H 0.129 -0.851 -3.600
H 0.152 -2.518 -1.029
H 0.310 2.086 -3.791
C 1.659 -0.184 -2.187
H -1.687 -1.425 0.108
H -1.681 1.108 -0.256
H -2.103 -1.761 -0.730
```


# 3
# C10H13CaN2O6

C10H13CaN2O6 as an isolated structure (ωB97M-V/def2-TZVPD, the OMol25 dataset).

## Properties
**Highest occupied orbital energy (spin up / spin down)**: -10.9 / -10.9 eV
**Total charge**: +1
**DFT total energy**: -44262.7408 eV
**ΔE to the lowest compared entry with this formula, charge and spin**: 312.3 kcal per mole

Structure (XYZ):
```
32
C10H13CaN2O6 (ωB97M-V/def2-TZVPD)
Ca 0.000 0.000 0.000
H 0.881 0.844 5.902
C 0.000 -0.004 -2.128
C 1.837 0.004 -0.243
C -0.012 1.850 -0.034
H 0.958 -1.045 5.880
C -0.002 0.000 3.271
C -2.543 0.162 3.266
H -2.543 1.037 2.651
H -2.321 -0.002 5.803
N 1.267 -0.080 4.008
H -0.830 -0.822 5.831
C 2.539 -0.161 3.276
H 3.383 -0.282 3.958
H 0.087 1.000 -2.608
O -2.979 -0.009 -0.375
C -1.837 -0.020 -0.242
H 2.656 0.755 2.691
N -1.274 0.082 4.004
O 0.020 -3.006 -0.141
C -1.277 0.082 5.474
C 1.264 -0.080 5.478
H -3.356 0.214 3.960
H -0.957 1.046 5.862
O 2.978 0.031 -0.377
H 2.490 -1.013 2.591
H -2.654 -0.706 2.651
O 0.000 0.000 2.000
H 2.319 -0.031 5.785
O -0.020 2.998 -0.075
O -0.086 -0.984 -2.822
C 0.012 -1.863 -0.087
```


# 4
# C10H13Cl18O2

A 7-piece molecular cluster, C10H13Cl18O2 overall (ωB97M-V/def2-TZVPD, the OMol25 dataset).

## Properties
**Highest occupied orbital energy**: -4.3 eV
**Total charge**: -1
**DFT total energy**: -240080.5774 eV

Structure (XYZ):
```
43
C10H13Cl18O2 (ωB97M-V/def2-TZVPD)
Cl 1.703 -2.039 0.864
H -0.155 1.251 -2.225
H 2.702 1.540 -2.285
Cl 1.155 5.390 -2.090
C 1.494 0.611 -3.820
Cl 2.674 3.855 2.130
Cl -3.344 -5.833 2.692
H 0.174 2.962 -2.060
C 0.595 1.968 -1.938
C -0.316 5.944 -1.296
Cl -4.111 -0.571 -0.336
Cl 2.137 -5.750 0.341
C -3.474 0.222 -1.790
Cl 1.154 -2.009 -1.994
Cl -0.971 4.654 -0.290
H 2.162 -7.573 1.810
Cl -0.015 7.407 -0.344
H 1.972 1.573 -0.281
H -4.449 -6.659 4.579
C 1.807 -6.554 1.879
C 1.814 1.771 -2.857
Cl -0.888 -2.915 -0.126
H 0.737 5.133 1.866
H 0.566 2.508 0.187
O 0.476 0.762 -4.519
C 0.846 -2.828 -0.466
Cl -4.010 -4.434 5.148
C -3.610 -5.994 4.428
Cl 2.668 -5.758 3.195
H -4.307 0.436 -2.445
Cl -2.367 -0.828 -2.664
Cl 0.653 4.489 4.115
H 1.984 2.646 -3.479
H 0.453 0.765 -0.149
Cl -2.200 -6.703 5.218
H -1.050 6.181 -2.054
C 0.907 1.698 -0.449
H 1.215 -3.844 -0.541
Cl 0.074 -6.588 2.193
O 2.242 -0.404 -3.805
C 1.476 5.034 2.650
Cl -2.695 1.746 -1.376
Cl 2.223 6.615 2.904
```


# 5
# C10H13Cr2F4MgN3O15P2S

C10H13Cr2F4MgN3O15P2S as an isolated structure (ωB97M-V/def2-TZVPD, the OMol25 dataset).

## Properties
**Highest occupied orbital energy (spin up / spin down)**: -9.1 / -9.5 eV
**Total charge**: 0
**2S+1**: 7
**DFT total energy**: -148339.9060 eV
**ΔE to the lowest compared entry with this formula, charge and spin**: 50.5 kcal per mole

Structure (XYZ):
```
51
C10H13Cr2F4MgN3O15P2S (ωB97M-V/def2-TZVPD)
H -2.056 -1.177 2.924
H -2.204 2.847 -2.387
O -4.146 2.055 -3.038
H -2.991 -2.684 3.108
F 5.801 -1.477 3.129
Cr 0.623 0.874 2.130
O 4.445 1.617 3.217
H 0.627 -4.632 2.796
O -0.127 2.133 -0.534
O 2.606 0.256 2.368
C -2.693 -1.753 3.594
C 0.332 -2.614 2.428
C 4.575 -1.050 3.349
O -5.218 2.332 -5.002
S 4.075 0.489 2.396
Cr 1.587 3.107 -0.531
C -0.271 -2.269 -4.771
O 0.075 2.649 2.707
F 4.425 -0.772 4.638
H -0.959 -4.319 2.060
N 0.530 -1.521 2.696
Mg 1.344 -0.115 -1.485
C 0.642 -1.418 -4.074
F 3.726 -2.038 3.053
C -2.221 1.268 -3.916
C 0.082 -4.012 2.087
H -1.291 -1.893 -4.736
O 0.821 0.263 0.293
N -4.943 -0.433 3.770
O 1.170 4.427 0.880
H 2.704 1.843 -2.510
O 2.151 1.567 -1.780
H -2.221 -1.970 4.547
H -0.190 -3.296 -4.420
N 1.365 -0.681 -3.572
O 1.617 2.413 1.303
F -2.613 -0.057 -3.887
C -3.946 -0.997 3.696
H 0.103 -2.249 -5.801
O 2.449 3.817 3.033
H -1.148 1.285 -4.075
O -0.513 -0.277 -1.343
P -0.621 0.735 -0.195
P 1.222 3.642 2.208
H -2.751 1.336 -1.776
C -4.221 2.143 -4.382
C -2.787 1.965 -2.666
O 4.635 0.444 1.062
H 0.479 -4.127 1.076
O -3.010 1.892 -4.915
O -1.071 0.431 1.249
```


# 6
# C10H13F3N2

One molecule with the formula C10H13F3N2 (ωB97M-V/def2-TZVPD, the OMol25 dataset).

## Properties
**Highest occupied orbital energy**: -8.1 eV
**Total charge**: 0
**SMILES**: [H]/N=C/C(=C\CC(N)=C=C(C)C)C(F)(F)F
**DFT total energy**: -21709.9159 eV
**ΔE to the lowest compared entry with this formula, charge and spin**: 47.7 kcal per mole

Structure (XYZ):
```
28
C10H13F3N2 (ωB97M-V/def2-TZVPD)
C -1.523 2.309 0.122
C -2.403 0.431 1.667
H 2.147 -1.488 -1.898
F 2.976 1.952 -0.699
H 0.488 -2.500 0.329
H 0.813 0.010 2.649
H -2.604 1.145 2.387
C 1.518 0.242 0.919
H -1.977 -0.354 2.173
N -2.016 -1.911 -1.306
F 4.420 0.528 -0.185
H 0.448 -2.900 -1.304
H 1.435 1.434 0.933
C 0.448 -2.087 -0.699
N 1.210 -0.526 1.866
C 2.100 -0.216 -0.319
H -0.506 2.612 -0.329
C 3.271 0.660 -0.783
H -1.865 -2.341 -2.151
H -1.844 2.950 1.034
C 1.603 -1.190 -1.050
H -2.194 2.583 -0.581
H -3.352 0.086 1.161
C -0.848 -1.335 -0.766
H -2.793 -1.264 -1.349
F 3.595 0.422 -2.050
C -1.588 0.881 0.440
C -0.958 -0.133 -0.212
```


# 7
# C10H13FHfN2O6

C10H13FHfN2O6 as an isolated structure (ωB97M-V/def2-TZVPD, the OMol25 dataset).

## Properties
**Highest occupied orbital energy**: -16.7 eV
**Total charge**: +2
**DFT total energy**: -29834.5868 eV

Structure (XYZ):
```
33
C10H13FHfN2O6 (ωB97M-V/def2-TZVPD)
C 0.208 0.579 -0.814
Hf -0.316 4.299 0.001
H -1.636 -2.855 -0.742
C 0.284 -3.422 -0.563
H 3.036 1.796 0.777
H 0.540 2.538 0.273
C -2.024 0.615 0.280
F 0.149 -4.437 0.451
O 1.275 -3.555 -1.318
H 2.056 -1.298 0.900
C -2.719 0.453 1.736
O -3.063 0.614 -1.961
C -0.684 -1.384 0.413
O -3.885 -0.283 1.950
C 2.569 0.930 1.368
N -0.730 -2.327 -0.727
H 2.302 0.580 -1.627
O -0.629 -1.877 1.584
H -2.089 1.754 0.065
H 3.552 -0.613 0.090
O -3.639 -1.251 -0.702
H -0.517 2.660 -1.354
C 0.438 2.182 -0.852
C -2.949 -0.051 -0.872
H 1.486 1.196 1.697
C 2.465 -0.344 0.398
N -0.635 0.096 0.314
H 1.360 2.518 -1.448
H 3.241 0.695 2.274
C 1.651 -0.117 -0.962
H -0.374 0.328 -1.792
H 1.501 -1.072 -1.592
O -2.227 1.053 2.753
```